Below is a 5-piece molecular cluster, C31H38IN2O2 overall at a distorted geometry, with properties calculated with ωB97M-V/def2-TZVPD.

Last column: Mulliken charge in e.
Cartesian coordinates (Å):
C -4.824 -5.671 -6.267  -0.458
C 0.241 -1.660 -0.639  -0.760
H 1.409 -0.010 0.143  0.294
C 2.069 9.210 -0.315  -0.442
H -3.862 -1.179 3.185  0.341
H -5.935 -0.324 6.826  0.365
H -0.229 -0.237 2.292  0.253
C -0.647 -3.377 1.041  -0.420
O 4.006 -3.200 0.386  -0.501
C 1.760 4.244 -1.390  -0.493
H 1.304 -0.697 2.238  0.259
H 1.638 -4.571 0.607  0.448
H 1.096 -3.403 2.510  0.399
C -4.518 -1.932 6.910  -0.334
C -3.399 -4.084 -5.159  -0.556
H -4.621 -7.716 -5.651  0.374
C 2.964 8.323 -0.898  -0.330
H -1.220 -4.284 0.866  0.468
H -3.054 -3.067 -5.021  0.354
C 3.599 9.552 1.508  -0.374
H -2.628 -3.004 4.312  0.362
H 0.154 2.859 -1.711  0.396
H 1.969 -4.010 -1.036  0.457
H 1.665 0.938 -2.111  0.534
H 5.056 3.477 -1.523  0.382
H -1.350 -2.552 1.105  0.476
C 2.077 1.917 -1.890  -0.376
C 2.752 -2.752 0.429  0.953
H 1.125 9.423 -0.799  0.366
H 2.714 7.843 -1.837  0.470
H -2.864 -7.225 -3.984  0.362
H 5.441 8.459 1.406  0.359
H 3.547 5.392 -1.114  0.071
H 3.845 10.030 2.448  0.361
C -4.388 -4.365 -6.090  -0.299
C 3.137 4.416 -1.335  0.077
I -0.650 -4.202 -1.764  0.524
C -5.209 -0.908 6.276  -0.449
H -0.713 -1.536 -1.145  0.565
N 0.277 -3.082 -0.125  -0.494
C -3.351 -2.417 4.864  -0.054
C -4.278 -6.700 -5.511  -0.314
C 3.629 -2.099 -0.706  -1.362
O -0.694 -3.665 3.357  -0.446
C 0.462 -0.499 0.372  -0.837
C -4.969 -0.634 4.937  -0.368
H -3.050 -3.481 6.701  0.377
H 1.104 5.087 -1.218  0.423
H 0.990 -1.597 -1.428  0.544
C 2.388 9.825 0.887  -0.381
H 4.645 -1.876 -1.030  0.427
C -3.589 -2.685 6.205  -0.576
C -4.042 -1.391 4.233  -0.370
H 4.114 1.249 -2.024  0.431
C -2.859 -5.119 -4.412  0.872
H 2.533 -2.091 1.264  0.247
C -3.291 -6.425 -4.576  -0.525
C 4.495 8.668 0.924  -0.451
H -4.818 -3.565 -6.678  0.372
N 0.407 -0.849 1.795  -0.425
H -5.506 0.166 4.444  0.368
H 1.692 10.520 1.340  0.362
C 4.178 8.055 -0.280  -0.331
H -2.081 -4.894 -3.682  -0.611
C 0.004 -3.475 2.411  -0.120
C 3.984 3.340 -1.562  -0.549
H -5.591 -5.888 -6.997  0.368
C 3.454 2.088 -1.841  -0.394
C 1.228 2.993 -1.667  -0.519
H 4.881 7.369 -0.737  0.422
H -0.288 0.263 0.164  0.480
C 1.649 -3.699 -0.049  -0.685
H -4.705 -2.143 7.955  0.368
H 3.576 -1.123 -0.149  0.273

The frontier orbital gap comes out at 5.18 eV. As for the strongest force on any atom: 3.61 eV Å⁻¹. The calculated total energy comes out at -1761.23834 Ha. The LUMO energy comes out at -5.6 eV. The charge is +1.



Below is C31H38MnN5O3S2Si2 as an isolated structure, with properties calculated with ωB97M-V/def2-TZVPD.

Last column: Mulliken charge in e.
Cartesian coordinates (Å):
C 3.331 -0.790 3.855  -0.938
C -1.113 4.382 -2.418  -1.305
C -0.317 2.972 2.887  -1.311
H 4.237 -5.173 0.145  0.296
C -4.971 -3.743 -2.681  -0.334
H 0.845 5.743 1.638  0.391
H -2.933 -1.071 -2.360  0.442
H 1.899 4.264 -2.302  0.386
H 1.903 2.898 -3.411  0.438
O -2.270 -5.313 -0.879  -0.657
C -3.304 -2.083 -2.262  -0.237
H 4.516 -0.770 -0.038  0.208
H -1.908 1.605 -3.114  0.280
H -0.749 0.417 -2.588  -0.043
O -0.012 0.019 1.571  -0.329
N -2.149 0.996 0.212  0.859
H 4.457 -0.765 2.058  0.423
C -3.388 0.560 0.443  -0.419
H -0.387 1.402 -3.975  0.632
C -1.835 2.295 0.132  -1.912
C 2.511 -0.265 0.237  -0.622
C 3.470 -0.658 2.492  -0.569
H -4.535 -5.710 -1.928  0.442
O -1.001 -1.293 -0.973  -0.537
C -2.508 -3.016 -1.588  0.165
H -5.114 -1.693 -3.335  0.441
H -1.044 2.163 2.799  0.277
H -1.421 -4.924 -0.567  0.466
H -0.839 5.260 -1.832  0.345
H 4.439 -5.347 1.903  0.385
H -4.903 3.555 0.680  0.499
C -2.964 -4.343 -1.487  0.301
H 2.382 2.665 -1.736  0.193
C 3.388 -0.390 -1.797  -1.162
H 2.249 -6.381 2.137  0.318
C 2.074 -0.099 -1.905  -0.980
C -4.205 -4.685 -2.031  -0.708
N -0.443 -3.472 -0.485  -1.091
Si 0.525 3.353 1.256  0.462
C 2.067 -0.657 4.428  -0.736
C 1.491 -3.921 0.478  0.059
N 0.695 -2.982 0.148  0.101
C 0.336 5.175 0.855  -1.282
H 4.147 -0.548 -2.541  0.516
C 2.612 -6.217 1.123  -0.569
C 2.356 2.977 1.333  -0.870
H -0.703 5.508 0.840  0.333
H 1.943 -0.770 5.497  0.425
C -4.522 -2.429 -2.808  -1.042
H 1.477 0.025 -2.790  0.486
C 1.687 3.196 -2.383  -0.979
H -0.021 -0.278 4.073  0.585
C -0.836 1.438 -2.979  -0.778
H -5.413 1.121 0.815  0.486
H 0.420 2.662 3.631  0.444
H -3.531 -0.513 0.474  0.599
H 4.193 -0.998 4.472  0.477
H -0.834 3.850 3.277  0.488
C -4.409 1.468 0.623  -1.055
C 1.106 -0.244 2.261  0.341
H -2.186 4.216 -2.321  0.371
N 1.540 -0.001 -0.633  2.150
C -1.230 -2.581 -0.989  0.294
C -0.374 2.418 -0.150  3.520
C 2.367 -0.389 1.674  0.571
S 2.950 -3.568 1.400  0.093
H 2.877 3.863 1.703  0.643
H -5.926 -4.032 -3.101  0.387
H -2.584 4.311 0.222  0.505
H 2.564 2.164 2.029  0.081
C 0.966 -0.382 3.645  -0.371
Mn -0.342 0.257 -0.175  -0.691
C -2.822 3.260 0.293  -0.786
Si -0.108 2.870 -1.978  0.581
S 1.252 -5.620 0.085  -0.085
H 2.794 2.722 0.368  0.179
C 3.718 -5.180 1.103  -0.582
H 0.800 5.445 -0.095  0.286
N 3.647 -0.476 -0.448  0.200
C -4.114 2.827 0.546  -0.679
H 2.950 -7.165 0.708  0.392
H -0.912 4.612 -3.468  0.419

The calculation puts the energy above the lowest of the compared OMol25 structures with the same formula, charge and spin at 1.8 kcal per mole. As for the multiplicity: 4. The frontier orbital gap (alpha / beta) comes out at 4.96 / 6.53 eV. As for the strongest force on any atom: 0.84 eV Å⁻¹. The calculated total energy comes out at -4229.86031 Ha. The LUMO energy (alpha / beta) comes out at -4.9 / -3.3 eV. The expectation value of S² is 4.23. The charge is +1.



Below is a 2-piece molecular cluster, C31H38N3O3P overall at a distorted geometry, with properties calculated with ωB97M-V/def2-TZVPD.

Last column: Mulliken charge in e.
Cartesian coordinates (Å):
C -1.622 -3.747 2.241  0.091
H -4.432 0.745 3.804  0.307
H -3.849 -1.034 2.049  0.300
H 3.682 -0.480 2.587  0.446
H -0.653 -3.185 -5.065  0.295
H 1.082 -4.816 -6.408  0.422
C 1.245 -4.295 1.733  -0.801
H 3.653 -3.545 5.631  0.374
C -0.171 -5.071 -0.909  0.080
N -0.341 -11.957 2.324  0.168
C 0.890 -9.902 2.704  -0.858
C 1.027 -5.660 1.889  -0.163
O -2.147 -0.500 3.110  -0.292
H -0.325 -3.154 3.798  0.450
H 0.953 -3.813 0.803  0.446
H -0.947 -3.840 -2.476  0.437
C -1.195 -12.817 1.529  -1.193
H 1.099 -6.073 2.898  0.482
C -0.691 -2.893 2.801  0.007
C -0.189 -8.857 0.350  -0.703
C -0.960 -4.241 -5.005  -1.160
C 3.385 -3.202 4.631  -0.840
C 2.162 -3.542 2.557  0.753
H 0.207 1.369 3.308  0.321
H 1.771 0.192 5.682  0.274
C 2.564 -2.253 2.137  -0.385
O 0.308 -0.698 3.631  -0.112
C 2.608 -4.019 3.810  -0.385
H -0.959 -12.736 0.462  0.366
H -1.282 -4.562 -6.003  0.407
H 1.676 -7.088 -3.679  0.299
H -4.936 1.134 2.152  0.384
C 1.276 -6.895 -1.580  -0.674
H 0.515 -6.478 -6.129  0.329
H -2.261 -12.575 1.670  0.319
H -1.030 -13.848 1.860  0.449
H 1.898 -7.756 -1.325  0.535
C 0.329 -5.422 -3.266  1.334
H 1.014 -13.024 3.557  0.297
H -3.505 1.913 2.830  0.296
H -0.717 -13.223 3.917  0.436
H -2.800 0.178 1.262  0.332
C 0.970 -5.599 -5.646  -1.188
O -0.488 -0.735 1.120  -0.812
H 4.439 -1.317 4.816  0.423
C -4.071 0.977 2.799  -1.250
C 0.017 -10.706 1.918  1.540
C 0.047 -12.499 3.611  -1.163
C -3.238 -0.139 2.217  -0.195
H -1.806 -4.320 -4.313  0.406
C 0.603 -8.011 1.176  -0.164
N 0.134 -5.090 -4.577  0.128
C 0.318 0.661 4.149  -0.233
N -2.365 -4.537 1.770  -0.719
H 1.352 -10.319 3.599  0.359
H 2.297 -5.008 4.145  0.343
H 0.119 -11.711 4.369  0.386
C 1.615 0.915 4.875  -1.145
C 0.633 -6.168 -0.543  0.046
C 3.384 -1.472 2.935  -0.636
H -1.148 -10.753 0.072  0.253
H 1.572 1.915 5.312  0.452
C -0.324 -4.700 -2.233  -1.038
H -0.726 -4.546 -0.132  0.017
H -0.533 0.764 4.838  0.256
C 1.163 -6.516 -2.906  -0.811
H 2.183 -1.873 1.187  0.267
C 0.757 -6.592 0.858  0.503
C 1.146 -8.586 2.354  -0.839
P -0.784 -1.141 2.516  0.638
C 3.800 -1.941 4.188  -0.364
C -0.497 -10.155 0.712  -0.891
H 1.961 -5.876 -5.270  0.367
H 2.468 0.879 4.191  0.170
H -0.605 -8.466 -0.578  0.457
H 1.804 -7.990 2.985  0.568

The frontier orbital gap comes out at 5.43 eV. As for the strongest force on any atom: 3.06 eV Å⁻¹. The calculated total energy comes out at -1935.38389 Ha. The LUMO energy comes out at -1.3 eV.